1.
The following is a quantum chemistry calculation of a structure of composition C17H19N5O5PPtSbSe4, from the OMol25 dataset.

ORCA input file:
```
! RIJCOSX wB97M-V def2-TZVPD def2/J DEFGRID3
* xyz -2 1
H 3.15 -2.21 -2.18
C -1.87 3.52 -1.41
H 0.12 0.41 -2.69
C 1.49 3.65 -0.52
H 2.33 3.33 0.09
C -0.45 3.86 -1.35
O -0.55 -2.90 3.78
O 3.15 1.55 2.21
Se -5.73 -0.69 0.24
C 1.14 0.06 -2.49
O 1.08 1.52 1.46
C 1.90 -0.44 2.56
C 0.67 -0.88 3.07
H 1.64 -0.19 -3.43
P 1.00 -1.37 -1.39
C 2.06 0.98 2.08
C 0.54 -2.22 3.28
H 3.30 -1.16 -0.74
H 1.70 0.84 -1.97
Pt -0.80 1.80 0.65
H 3.88 -0.94 1.97
Sb -3.35 -1.18 -0.14
O 0.36 -1.05 -0.10
H -0.84 -2.32 -2.56
H 0.72 -2.85 -3.29
Se -2.31 0.26 1.77
C 2.71 -1.95 -1.22
H -0.77 -4.33 2.32
N 0.25 4.74 -2.03
H -0.16 -0.20 3.21
H -0.73 -4.93 4.04
C -2.75 4.05 -2.33
N 0.28 3.19 -0.43
N 1.49 4.59 -1.48
C 2.94 -1.33 2.35
H -3.92 1.55 0.21
Se -2.69 -3.50 0.15
H 2.25 5.14 -1.82
Se -2.74 -0.19 -2.33
H -2.39 4.76 -3.05
N -2.28 2.62 -0.47
O 1.10 -4.40 3.24
C -0.33 -4.22 3.32
C -3.56 2.25 -0.53
H 3.57 -3.41 2.34
C -4.43 2.82 -1.47
C 2.78 -2.70 2.55
C 1.55 -3.12 2.99
N -4.05 3.72 -2.35
H 0.12 -3.56 -1.75
C 0.18 -2.65 -2.35
H -5.45 2.47 -1.47
H 2.72 -2.82 -0.56
*
```

Its HOMO energy is -1.2021 eV. The calculation puts the largest force on an atom at 0.53 eV/Å.

***

2.
The following is a quantum chemistry calculation of an isolated molecule of C17H19N7O2S in a non-equilibrium geometry, from the OMol25 dataset.

ORCA input file:
```
! RIJCOSX wB97M-V def2-TZVPD def2/J DEFGRID3
* xyz 0 1
H 1.24 0.26 -6.54
N 0.82 0.54 0.13
C -1.02 -3.27 4.36
H -4.58 -2.55 5.62
H 2.55 1.35 -3.87
H -1.17 0.29 -1.49
N -2.79 -2.08 4.75
C 0.96 -0.63 0.87
H 2.69 1.36 -0.50
H -2.21 -0.30 3.44
H 1.30 1.98 -5.96
H 1.06 2.91 0.84
H 2.03 0.45 -1.64
C 1.81 -2.58 1.50
C 1.91 0.55 -4.29
C -1.99 -1.25 3.94
O -1.87 2.06 -3.98
C 1.00 2.35 -1.35
C 2.84 -1.85 -0.48
H 1.63 3.17 -1.78
C -4.10 -1.64 5.30
C 0.16 -1.80 2.67
N -0.31 2.05 -2.07
S -0.44 2.20 -3.71
C -1.12 1.32 -1.12
O 0.12 3.42 -4.29
N 3.67 -1.78 -1.23
C -0.32 1.48 0.19
H -0.16 3.63 -0.19
C 0.43 2.73 0.00
H -2.09 1.70 -0.94
H -3.97 -0.98 6.27
H -0.38 0.05 -4.52
N -2.21 -3.31 5.00
H -0.25 -3.95 4.55
C 0.42 0.74 -4.40
H 2.45 -3.48 1.28
C -0.89 -1.96 3.66
N 0.05 -0.78 1.86
H -4.73 -1.06 4.56
C 1.96 -1.65 0.58
H -0.84 1.55 1.10
C 1.73 1.05 -0.91
H 2.32 -0.42 -4.09
N 1.00 -2.79 2.55
C 1.25 0.92 -5.65
*
```

Its HOMO energy is -8.9865 eV. The calculation puts the largest force on an atom at 6.72 eV/Å.

***

3.
The following is a quantum chemistry calculation of a cluster of 2 separate species, C17H19NO in total in a non-equilibrium geometry, from the OMol25 dataset.

ORCA input file:
```
! RIJCOSX wB97M-V def2-TZVPD def2/J DEFGRID3
* xyz 0 1
C -0.03 1.83 0.48
C 1.76 1.25 2.30
H 0.35 -3.95 -2.73
H -3.38 -1.39 -0.76
H 1.07 -0.73 2.66
C 0.29 4.45 1.53
H 2.78 -0.69 2.45
C -0.80 2.90 0.04
H 0.23 5.45 1.96
C 2.46 2.07 3.13
C 2.27 -2.23 -2.56
O -3.87 -3.97 -1.16
C 1.86 -0.22 2.09
C -2.54 -1.96 -1.13
H 1.37 -0.96 -1.13
H 0.96 -0.58 -2.78
H 1.69 -0.53 1.06
C -0.62 4.20 0.50
C -2.69 -3.31 -1.41
H 2.29 4.09 3.60
C -1.31 -1.37 -1.39
C 0.85 2.07 1.54
H 1.95 -2.88 -3.37
H -0.31 0.85 0.15
H 2.81 -2.75 -1.78
N 2.04 3.38 2.93
H -1.84 -5.08 -2.25
H -1.03 5.06 -0.02
C 1.05 3.39 1.99
C -0.44 -3.45 -2.21
C -1.68 -4.04 -2.01
H -1.53 2.65 -0.71
H -4.49 -3.37 -0.74
C 1.08 -1.40 -2.07
C -0.26 -2.10 -1.95
H -1.15 -0.33 -1.18
H 3.02 -1.54 -2.95
H 3.27 1.71 3.74
*
```

Its HOMO energy is -7.8832 eV. The calculation puts the largest force on an atom at 1.57 eV/Å.

***

4.
The following is a quantum chemistry calculation of a cluster of 2 separate species, C17H19NO in total in a non-equilibrium geometry, from the OMol25 dataset.

ORCA input file:
```
! RIJCOSX wB97M-V def2-TZVPD def2/J DEFGRID3
* xyz 0 1
H 0.83 -2.22 1.96
C 1.53 -0.24 -3.26
H -0.66 -3.78 1.21
H 1.85 -2.34 -3.18
C 1.17 -1.81 1.02
H 0.68 -4.15 -1.45
H -0.21 2.18 4.18
C -1.79 0.76 0.35
H -0.69 -0.31 1.87
H -1.33 -3.98 -0.39
C 1.17 -2.44 -0.19
C -0.55 -4.33 0.27
C -1.02 0.66 1.50
H 1.40 0.28 1.42
H -2.53 4.07 0.56
C -2.08 3.13 0.86
C -1.57 2.93 2.10
H -3.72 2.45 -1.71
C -2.30 2.02 0.01
H 1.51 -0.26 -4.34
H 0.94 1.81 -3.09
C 1.51 -1.49 -1.20
H 1.61 -4.49 -0.04
H -2.23 3.14 -1.91
C -2.68 2.25 -1.41
C 1.36 0.95 -2.57
H -2.24 1.54 -2.12
N 1.65 -0.53 0.87
H -0.50 -5.36 0.61
H -1.93 -0.03 -0.38
C 1.53 0.96 -1.17
H 1.78 1.88 -0.63
C 1.74 -1.45 -2.57
C 1.51 -0.22 -0.51
C 0.78 -3.87 -0.39
C -0.87 1.73 2.36
O -0.10 1.58 3.46
H -1.23 3.71 2.80
*
```

Its HOMO energy is -7.5811 eV. The calculation puts the largest force on an atom at 3.49 eV/Å.

***

5.
The following is a quantum chemistry calculation of a cluster of 2 separate species, C17H19NO in total in a non-equilibrium geometry, from the OMol25 dataset.

ORCA input file:
```
! RIJCOSX wB97M-V def2-TZVPD def2/J DEFGRID3
* xyz 0 1
C -1.45 1.75 -2.30
H 3.51 3.60 -0.48
C -0.13 -2.07 -0.31
H 1.38 -2.86 -3.22
C 1.57 2.67 -0.93
C 0.34 2.08 1.04
H 1.61 3.01 -1.98
H -0.77 2.28 -2.97
H 1.31 2.32 2.94
H 2.34 -2.76 -1.64
H -2.51 0.78 0.26
O -1.94 -1.50 3.37
H 1.09 -3.94 -1.67
H -1.72 0.72 -2.58
C -1.24 -2.81 0.05
H -2.79 -1.94 3.32
H 1.48 -0.87 0.48
H 0.34 -0.82 2.84
C 0.40 2.12 -0.38
C 0.51 -1.30 0.67
C -1.92 -2.62 1.23
C 1.37 -2.97 -2.15
H 0.61 -0.95 -1.98
H -2.79 -3.20 1.54
N -0.95 1.64 1.37
C -1.57 1.30 0.19
C 2.56 3.18 -0.12
C -0.14 -1.14 1.90
C 1.39 2.48 1.87
H -2.43 2.28 -2.14
C -0.88 1.78 -0.91
H 3.40 3.24 1.79
H -1.18 1.10 2.18
C -1.28 -1.86 2.21
C 0.25 -1.96 -1.78
H -1.60 -3.60 -0.63
C 2.53 2.94 1.25
H -0.68 -2.10 -2.33
*
```

Its HOMO energy is -7.5078 eV. The calculation puts the largest force on an atom at 2.70 eV/Å.

***

6.
The following is a quantum chemistry calculation of an isolated molecule of C17H19NO6, from the OMol25 dataset.

ORCA input file:
```
! RIJCOSX wB97M-V def2-TZVPD def2/J DEFGRID3
* xyz 0 1
H 5.91 -1.19 -2.65
H -2.57 -0.19 3.90
C 3.51 0.28 -1.33
H -5.47 0.65 0.57
C -0.33 1.10 1.89
O -4.82 0.46 2.73
H 4.35 -1.35 -4.59
C 1.77 -1.45 -0.74
C -1.18 -1.04 1.64
C -4.41 -0.70 -0.76
H 2.27 -2.13 -1.40
H 3.63 0.74 -5.75
H -2.27 1.53 3.50
N -1.30 0.18 2.28
C -2.44 0.53 3.08
C 3.85 0.74 -4.68
H -3.23 0.07 -2.39
C 5.18 -0.40 -2.86
C 2.29 -0.16 -0.58
C 4.80 -0.40 -4.34
C 1.67 0.77 0.27
H -3.11 -1.68 -2.18
H -4.37 -1.53 -0.05
C 0.55 0.37 0.95
C 0.03 -0.93 0.79
H 4.28 1.70 -4.41
O -3.44 0.68 0.97
H 5.58 0.57 -2.55
C -3.18 -0.72 -1.66
H 5.73 -0.29 -4.91
H -4.42 1.46 -0.64
O 3.95 1.40 -1.26
H 2.91 0.63 -4.14
C -4.52 0.60 0.03
H 0.23 -2.84 -0.16
C 0.63 -1.84 -0.04
H -2.28 -0.59 -1.06
H 2.09 1.76 0.37
O -1.93 -1.97 1.78
O 4.03 -0.70 -2.05
O -0.26 2.23 2.29
C -3.73 0.55 2.26
H -5.31 -0.82 -1.36
*
```

Its HOMO energy is -10.0449 eV. The calculation puts the largest force on an atom at 0.74 eV/Å.

***

> Which value of largest force on an atom does entry 1 give?

0.53 eV/Å